Record 1
# C4H8NO2

C4H8NO2 as an isolated structure in a non-equilibrium geometry (the ωB97M-V functional and the def2-TZVPD basis, the OMol25 dataset).

Cartesian coordinates (Å):
C  0.7439  1.2509  1.2341
N  0.2012  1.3881  -0.0792
C  -1.3836  -0.1336  -1.1863
C  0.0582  0.1470  -0.7603
C  0.5399  -1.2599  -0.0891
O  -0.3267  -1.6915  0.8943
O  1.4459  -1.9008  -0.5769
H  0.1394  0.5510  1.9189
H  1.7694  0.8435  1.2737
H  0.8139  2.2065  1.7635
H  0.5475  -0.9677  1.1418
H  -2.0068  -0.1422  -0.2989
H  -1.5150  -1.0854  -1.7106
H  -1.7288  0.6710  -1.8567
H  0.7016  0.1231  -1.6683

Summary:
DFT total energy in eV: -9859.41660
Gap between HOMO and LUMO in Eh: 0.211
Energy relative to the best compared isomer or geometry (same formula, charge and spin) in eV: 5.370
Highest occupied orbital energy in Ha: -0.0613
Total charge: -1
2S+1: 1


Record 2
# C4H8NO2

A 2-piece molecular cluster, C4H8NO2 overall in a non-equilibrium geometry (the ωB97M-V functional and the def2-TZVPD basis, the OMol25 dataset).

Cartesian coordinates (Å):
O  -0.4117  0.0149  0.9238
C  -0.0443  0.4953  -0.1837
N  1.0311  1.1945  -0.4727
C  2.2701  -0.3797  2.5580
O  3.4102  -0.0966  2.8266
C  -1.1032  0.5478  -1.3061
C  -1.7519  -0.8187  -1.6103
H  1.4051  1.5838  0.3926
H  1.7487  -1.1928  3.1146
H  1.6240  0.0252  1.7640
H  -0.5971  1.0108  -2.1445
H  -1.8880  1.1773  -0.8839
H  -2.7285  -0.9888  -1.1549
H  -1.8258  -0.9795  -2.6828
H  -1.1387  -1.5935  -1.1407

Summary:
DFT total energy in eV: -9862.75138
Gap between HOMO and LUMO in Eh: 0.279
Energy relative to the best compared isomer or geometry (same formula, charge and spin) in eV: 2.035
Highest occupied orbital energy in Ha: -0.1303
Total charge: -1
2S+1: 1


Record 3
# C4H8NO2

A 2-piece molecular cluster, C4H8NO2 overall in a non-equilibrium geometry (the ωB97M-V functional and the def2-TZVPD basis, the OMol25 dataset).

Cartesian coordinates (Å):
O  1.5808  0.1892  1.3264
C  0.9012  1.0929  0.8834
C  -0.0493  1.1329  -0.2439
C  -1.1470  0.1413  -0.4731
C  -1.2227  -1.1050  0.4784
O  -2.3104  -1.8015  0.2468
N  0.8108  1.7080  -1.0495
H  0.9326  2.0934  1.3751
H  2.2326  -1.6501  -0.3938
H  -0.9974  -0.2776  -1.4664
H  -2.1031  0.6782  -0.4357
H  -0.1739  -1.5177  0.4293
H  -1.0156  -0.7076  1.5426
H  0.3840  2.3969  -1.6789
H  2.1774  -2.3733  -0.5410

Summary:
DFT total energy in eV: -9858.91537
Gap between HOMO and LUMO in Eh: 0.230
Energy relative to the best compared isomer or geometry (same formula, charge and spin) in eV: 5.871
Highest occupied orbital energy in Ha: -0.1005
Total charge: -1
2S+1: 1


Record 4
# C4H8NO2

An isolated ion of composition C4H8NO2 and charge +1 in a non-equilibrium geometry (the ωB97M-V functional and the def2-TZVPD basis, the OMol25 dataset).

Cartesian coordinates (Å):
C  -1.4103  -0.1543  0.3276
C  0.7567  -1.1030  0.2482
C  -0.0540  0.2146  0.7115
C  0.3720  1.6248  0.5367
N  -0.1699  -0.7356  -1.9271
O  -0.1177  -0.6624  -3.0835
O  0.9375  -1.0915  -1.1507
H  -1.4162  -1.2068  0.2467
H  -2.2557  0.3290  -0.1013
H  1.7604  -0.9190  0.6226
H  0.2716  -2.0843  0.5426
H  -0.1608  -0.0431  1.8144
H  0.6357  1.8158  -0.4935
H  1.2913  1.6980  1.1299
H  -0.4406  2.3176  0.5758

Summary:
DFT total energy in eV: -9849.21068
Gap between HOMO and LUMO (alpha / beta) in Eh: 0.293 / 0.293
Energy relative to the best compared isomer or geometry (same formula, charge and spin) in eV: 7.120
Highest occupied orbital energy (alpha / beta) in Ha: -0.5509 / -0.5509
Total charge: +1
2S+1: 1


- Which value of total charge does entry 1 give?
  -1